ORCA calculation (ωB97M-V/def2-TZVPD) on a 2-piece molecular cluster, C5H11NO2 overall at a distorted geometry.

**Frontier orbital gap**: 0.3681 hartree
**E_tot**: -10945.7519 eV
**SMILES string**: C=[NH+][O-].CC(C)C=O
**E_HOMO**: -9.2 eV
**Relative energy (zero: lowest compared OMol25 entry of this formula, charge and spin)**: 81.1 kcal/mol

Geometry as ORCA input:
```
! RIJCOSX wB97M-V def2-TZVPD def2/J DEFGRID3
* xyz 0 1
C -1.830 1.479 -1.554
N -0.807 2.155 -1.177
O -0.273 2.184 -0.051
H -2.335 0.848 -0.834
H -2.178 1.562 -2.567
H -0.367 2.772 -1.882
C 1.809 -0.137 0.403
C 0.404 -0.704 0.254
C 0.380 -2.206 0.573
C -0.578 -0.028 1.183
O -1.767 -0.118 1.086
H 2.165 -0.281 1.423
H 1.803 0.929 0.194
H 2.499 -0.638 -0.271
H 0.051 -0.579 -0.771
H -0.632 -2.595 0.510
H 1.014 -2.739 -0.138
H 0.758 -2.394 1.580
H -0.114 0.489 2.039
*
```